DFT (ωB97M-V with the def2-TZVPD basis set) results for 8 unconnected molecules or ions with the total composition C32H64O24 in a non-equilibrium geometry.

```
120
Properties=species:S:1:pos:R:3:forces:R:3:lowdin_charge:R:1
C -4.216 6.376 0.119 -0.3 -1.5 0.4 -0.063
C -4.768 5.348 -0.887 1.0 0.4 1.1 -0.187
O -6.137 5.017 -0.579 -0.3 0.8 -1.9 0.038
C -6.504 4.159 0.339 -0.5 -0.6 2.0 -0.600
O -5.823 3.731 1.242 0.1 -0.3 -0.6 0.120
O -7.833 3.935 0.221 0.3 0.4 -1.3 -0.027
C -8.550 2.918 0.938 1.0 0.3 0.2 -0.030
H -3.187 6.655 -0.109 -0.2 0.3 -0.3 0.077
H -4.155 5.818 1.053 -0.1 0.4 0.3 0.068
H -4.896 7.222 0.224 0.2 0.1 -0.1 0.082
H -4.169 4.438 -0.872 -0.1 -0.1 0.1 0.123
H -4.636 5.796 -1.872 -1.1 -0.3 -0.2 0.116
H -8.053 1.953 0.849 0.1 0.0 0.0 0.094
H -9.526 2.866 0.455 0.1 0.1 0.3 0.093
H -8.584 3.213 1.986 -0.3 -0.2 0.0 0.095
C 4.861 -6.513 -7.535 -0.2 -0.4 -0.2 -0.056
C 4.814 -6.896 -9.025 -1.1 0.2 1.2 -0.207
O 6.016 -6.492 -9.611 0.6 1.2 1.3 0.061
C 6.413 -7.033 -10.696 1.2 -2.6 -3.2 -0.582
O 5.801 -7.777 -11.468 0.6 1.5 1.6 0.097
O 7.744 -6.744 -10.856 -1.3 0.3 0.4 -0.010
C 8.367 -7.407 -11.929 0.3 -0.1 -1.0 -0.074
H 5.458 -7.259 -7.011 0.1 0.1 0.1 0.075
H 3.854 -6.585 -7.124 -0.1 0.0 0.0 0.075
H 5.245 -5.526 -7.279 0.0 0.0 -0.5 0.078
H 4.001 -6.411 -9.565 -0.1 -0.2 0.1 0.131
H 4.708 -7.981 -9.048 -0.1 0.0 -0.5 0.130
H 8.584 -8.446 -11.679 0.1 0.1 0.1 0.098
H 9.270 -6.847 -12.172 0.1 -0.2 0.3 0.094
H 7.760 -7.423 -12.834 -0.2 0.1 0.2 0.091
C 5.982 -3.467 16.510 -0.1 1.9 1.2 -0.082
C 5.078 -4.501 15.903 -0.2 -0.7 -0.2 -0.189
O 4.598 -4.011 14.618 0.2 0.6 -0.6 0.018
C 4.022 -4.795 13.696 0.7 -2.1 0.4 -0.532
O 4.006 -6.027 13.769 -0.6 2.5 -0.5 0.094
O 3.593 -4.005 12.674 0.5 0.0 1.8 -0.010
C 2.709 -4.483 11.693 -0.3 -0.6 -0.9 -0.061
H 5.435 -2.572 16.807 -0.4 0.5 -1.1 0.074
H 6.882 -3.153 15.982 -0.3 -0.3 -0.6 0.082
H 6.334 -3.556 17.538 0.1 -1.7 0.1 0.076
H 4.155 -4.672 16.458 0.3 0.1 0.4 0.129
H 5.605 -5.454 15.854 -0.2 -0.1 -0.6 0.121
H 2.964 -3.949 10.778 0.1 -0.2 0.0 0.094
H 1.661 -4.259 11.891 0.1 0.1 0.5 0.093
H 2.790 -5.559 11.533 0.2 0.0 0.1 0.093
C 7.519 10.951 8.301 -2.1 0.4 0.5 -0.052
C 6.613 10.523 7.126 2.5 -0.9 -1.6 -0.236
O 5.266 10.904 7.013 -1.5 0.0 0.5 0.044
C 4.264 10.058 7.307 -1.1 -1.1 2.5 -0.540
O 4.289 9.015 7.951 1.0 1.3 -1.4 0.104
O 3.094 10.623 6.971 1.3 1.3 -1.1 -0.007
C 1.873 10.073 7.374 -0.7 -1.4 0.1 -0.063
H 6.968 10.708 9.209 0.3 -0.1 0.3 0.074
H 7.626 12.035 8.311 0.2 0.0 -0.1 0.071
H 8.495 10.467 8.326 -0.2 -0.1 -0.4 0.080
H 6.748 9.465 6.902 -0.4 -0.3 0.5 0.123
H 7.045 10.972 6.231 0.1 0.2 -0.1 0.117
H 1.517 9.282 6.715 0.4 -0.1 -0.4 0.092
H 1.098 10.836 7.296 0.4 0.2 0.5 0.097
H 1.968 9.563 8.332 -0.1 0.5 0.3 0.096
C 3.520 4.275 -10.741 0.6 -0.1 -1.1 -0.053
C 3.251 3.997 -12.261 0.3 0.7 -0.2 -0.162
O 4.315 3.194 -12.865 1.2 -0.7 1.0 0.013
C 4.600 3.248 -14.161 0.0 -1.1 -1.1 -0.542
O 3.955 3.886 -14.954 0.7 0.0 -0.1 0.115
O 5.656 2.356 -14.503 -1.1 1.6 1.7 -0.062
C 6.145 2.417 -15.876 -2.2 -0.1 0.8 -0.034
H 4.522 4.705 -10.707 0.3 -0.4 0.1 0.073
H 3.468 3.445 -10.037 -0.1 -0.1 -0.4 0.070
H 2.945 5.115 -10.352 -0.6 -0.3 -0.3 0.071
H 3.269 4.974 -12.743 0.0 0.0 -0.2 0.114
H 2.316 3.526 -12.565 -0.1 -0.1 0.5 0.123
H 5.309 1.991 -16.430 0.2 0.3 -0.7 0.088
H 6.967 1.710 -15.985 0.2 0.6 0.4 0.092
H 6.272 3.474 -16.111 0.5 -0.3 -0.4 0.094
C 0.691 0.128 -2.047 -0.8 0.3 0.9 -0.068
C 1.842 0.642 -1.184 0.7 -1.2 -1.5 -0.212
O 1.544 1.392 -0.011 -0.3 0.3 -1.4 0.058
C 1.410 0.840 1.162 0.7 -2.8 3.1 -0.535
O 1.663 -0.347 1.503 -1.1 3.8 -1.2 0.070
O 1.028 1.852 2.006 0.0 -0.9 -0.5 -0.030
C 0.735 1.589 3.402 0.6 -0.9 -0.7 -0.028
H 0.165 0.982 -2.475 -0.1 -0.2 -0.3 0.075
H -0.027 -0.473 -1.490 0.0 0.1 0.3 0.077
H 1.060 -0.555 -2.812 0.3 0.4 -0.1 0.080
H 2.403 1.277 -1.870 0.1 0.5 0.6 0.120
H 2.495 -0.220 -1.048 0.1 0.1 1.0 0.121
H 0.931 2.535 3.906 -0.3 -0.3 0.0 0.095
H 1.369 0.781 3.768 0.4 0.3 0.0 0.086
H -0.268 1.182 3.529 -0.2 0.6 -0.2 0.092
C -5.235 -4.318 3.119 -0.8 0.9 -0.5 -0.065
C -4.754 -3.890 4.489 0.1 0.8 -1.2 -0.216
O -4.553 -5.070 5.210 0.1 -1.4 -1.1 0.055
C -4.747 -5.128 6.478 0.6 3.0 4.2 -0.588
O -4.928 -4.144 7.238 0.0 -2.5 -2.0 0.065
O -4.537 -6.372 6.886 -0.6 -1.3 0.2 0.009
C -4.303 -6.653 8.278 1.1 0.9 0.4 -0.028
H -6.276 -4.630 3.201 0.1 -0.6 -0.1 0.080
H -4.608 -5.020 2.570 0.0 -0.3 0.6 0.083
H -5.287 -3.466 2.440 0.1 0.4 0.2 0.075
H -5.455 -3.238 5.011 0.0 0.0 -0.1 0.129
H -3.805 -3.368 4.359 0.1 0.0 0.4 0.130
H -4.632 -5.826 8.907 -0.1 -0.1 -0.2 0.090
H -3.222 -6.750 8.374 0.1 0.3 0.0 0.092
H -4.651 -7.601 8.690 -0.8 0.0 -1.0 0.090
C -8.616 -0.861 -5.628 -0.4 -0.6 -0.6 -0.059
C -8.749 -2.388 -5.514 0.5 0.8 0.9 -0.203
O -10.147 -2.688 -5.644 0.3 -0.5 -0.1 0.029
C -10.696 -3.517 -4.753 1.2 0.1 2.8 -0.596
O -10.221 -3.850 -3.665 -0.5 0.3 -2.0 0.092
O -11.895 -3.804 -5.170 -1.1 -0.4 -1.0 0.010
C -12.778 -4.677 -4.461 -0.3 0.3 0.3 -0.025
H -9.257 -0.321 -4.931 0.0 -0.3 0.2 0.078
H -8.989 -0.654 -6.631 0.2 0.6 0.0 0.074
H -7.600 -0.490 -5.489 0.0 -0.2 -0.2 0.075
H -8.341 -2.739 -4.567 -0.4 -0.1 0.1 0.114
H -8.207 -2.918 -6.298 -0.1 0.2 -0.2 0.122
H -12.874 -4.414 -3.408 0.3 0.1 0.0 0.096
H -12.512 -5.732 -4.535 0.3 0.2 -0.2 0.098
H -13.738 -4.507 -4.948 0.1 -0.2 0.1 0.094
```
Positions in Å, forces in eV/Å.

The HOMO energy is -0.386 hartree. Its electronic energy is -3063.38141 a.u. As for the energy above the lowest of the compared OMol25 structures with the same formula, charge and spin: 450.99 kJ/mol. As for the LUMO energy: 0.479 eV. The multiplicity is 1. The HOMO-LUMO gap comes out at 0.40333 Ha.